(1)
One molecule with the formula C10H9N3. Source: the Open Molecules 2025 dataset; level of theory: ωB97M-V/def2-TZVPD.

Geometry as ORCA input:
```
! RIJCOSX wB97M-V def2-TZVPD def2/J DEFGRID3
* xyz 0 1
C -1.47 3.73 -0.06
C -0.97 2.36 0.59
C -1.11 1.02 2.40
C -0.46 0.03 1.77
C 0.00 0.27 0.53
C 0.57 -0.86 -0.32
C 0.93 -2.21 0.22
C 1.37 -3.13 -0.74
C 1.01 -1.86 -2.49
C 0.56 -0.77 -1.68
H -1.47 3.49 -1.17
H -0.65 4.48 0.19
H -2.61 3.97 0.29
H -1.51 0.71 3.41
H -0.26 -0.96 2.22
H 0.85 -2.61 1.26
H 1.72 -4.08 -0.29
H 1.06 -1.84 -3.61
H 0.36 0.19 -2.06
N -1.30 2.21 1.88
N -0.22 1.49 -0.08
N 1.52 -2.97 -2.01
*
```

Results
Lowest unoccupied orbital energy in eV: -0.27
Frontier orbital gap in eV: 9.4
Molecular weight in g mol⁻¹: 171.20
Relative energy (zero: lowest compared OMol25 entry of this formula, charge and spin) in kJ/mol: 59.9
SMILES: Cc1nccc(-c2ccncc2)n1

---

(2)
C10H9NO as an isolated structure. Source: the Open Molecules 2025 dataset; level of theory: ωB97M-V/def2-TZVPD.

Geometry as ORCA input:
```
! RIJCOSX wB97M-V def2-TZVPD def2/J DEFGRID3
* xyz 0 1
C -2.63 -1.03 0.02
C -1.18 -0.30 -0.51
C -1.37 0.46 -1.65
C -0.44 1.29 -2.17
C 0.99 0.56 -0.40
C 2.14 0.71 0.35
C 2.25 -0.17 1.41
C 1.53 -1.34 1.70
C 0.29 -1.43 1.01
C 0.09 -0.38 0.08
H -2.44 -2.17 0.93
H -3.76 0.10 0.71
H -3.19 -1.14 -0.92
H -2.45 0.75 -2.13
H -0.56 2.02 -2.97
H 2.89 2.61 -0.26
H 3.06 0.50 2.34
H 1.66 -1.93 2.53
H -0.66 -2.11 1.28
N 0.65 1.47 -1.42
O 3.11 1.55 0.07
*
```

Results
Lowest unoccupied orbital energy in eV: -0.23
Frontier orbital gap in eV: 7.9
Molecular weight in g mol⁻¹: 159.19
Relative energy (zero: lowest compared OMol25 entry of this formula, charge and spin) in kJ/mol: 800.0

---

(3)
One molecule with the formula C10H9NO2. Source: the Open Molecules 2025 dataset; level of theory: ωB97M-V/def2-TZVPD.

Geometry as ORCA input:
```
! RIJCOSX wB97M-V def2-TZVPD def2/J DEFGRID3
* xyz 0 1
C -1.11 1.92 1.59
C -1.06 0.50 0.98
C -1.85 -0.49 1.45
C -1.68 -1.80 0.90
C 0.13 -1.20 -0.40
C 1.10 -1.58 -1.49
C 1.75 -0.59 -2.22
C 1.70 0.72 -1.78
C 0.88 1.15 -0.70
C 0.01 0.14 0.03
H 0.36 2.20 3.13
H -1.52 2.67 0.95
H -1.71 1.71 2.54
H -2.58 -0.25 2.26
H -2.39 -2.68 1.25
H 1.70 -2.66 -2.71
H 2.25 -0.69 -3.29
H 2.49 1.41 -2.12
H 1.03 2.15 -0.37
N -0.70 -2.19 0.09
O 0.21 2.41 1.96
O 1.02 -2.85 -2.05
*
```

Results
Lowest unoccupied orbital energy in eV: 0.17
Frontier orbital gap in eV: 8.3
Molecular weight in g mol⁻¹: 175.19
Relative energy (zero: lowest compared OMol25 entry of this formula, charge and spin) in kJ/mol: 285.4
SMILES: OCc1ccnc2c(O)cccc12

---

Calculated HOMO energy, -9.622; -8.099; -8.093 eV (same order as the records).